{"formula": "C40H90AlBN6O20", "method": "ωB97M-V/def2-TZVPD", "homo_ev": -12.03, "energy_ev": -100074.1633, "multiplicity": 1, "total_charge": 2, "e_lumo_ev": -10.80, "species": ["Al", "O", "C", "O", "B", "O", "C", "O", "O", "C", "O", "C", "O", "O", "C", "O", "C", "C", "N", "C", "C", "O", "C", "H", "H", "H", "H", "H", "H", "H", "H", "H", "H", "H", "H", "H", "H", "H", "C", "O", "C", "C", "N", "C", "C", "O", "C", "H", "H", "H", "H", "H", "H", "H", "H", "H", "H", "H", "H", "H", "H", "H", "C", "O", "C", "C", "N", "C", "C", "O", "C", "H", "H", "H", "H", "H", "H", "H", "H", "H", "H", "H", "H", "H", "H", "H", "C", "O", "C", "C", "N", "C", "C", "O", "C", "H", "H", "H", "H", "H", "H", "H", "H", "H", "H", "H", "H", "H", "H", "H", "C", "O", "C", "C", "N", "C", "C", "O", "C", "H", "H", "H", "H", "H", "H", "H", "H", "H", "H", "H", "H", "H", "H", "H", "C", "O", "C", "C", "N", "C", "C", "O", "C", "H", "H", "H", "H", "H", "H", "H", "H", "H", "H", "H", "H", "H", "H", "H"], "coordinates": [[-7.6259, 22.1516, 27.3495], [-12.9240, 29.7165, 25.6631], [-12.6241, 28.5527, 25.2494], [-11.9524, 27.6320, 25.8599], [-11.7213, 26.4355, 25.0453], [-12.3563, 26.7868, 23.7600], [-12.9584, 28.0771, 23.8330], [-13.7262, 28.5843, 23.0827], [-12.5237, 25.3717, 25.5902], [-11.7069, 24.3616, 25.8760], [-12.0322, 23.2886, 26.4594], [-10.2762, 24.7813, 25.4967], [-10.3147, 26.0035, 24.8758], [-9.2171, 24.1070, 25.7276], [-14.3161, 30.1092, 19.9811], [-13.6479, 30.8282, 19.0014], [-13.5498, 32.2003, 19.3286], [-12.5248, 32.7749, 20.3508], [-11.1278, 33.0215, 19.8383], [-10.3879, 31.7954, 19.5868], [-8.9448, 32.2046, 19.0718], [-9.0459, 32.4745, 17.6901], [-8.1677, 33.4510, 17.1728], [-13.6963, 29.5817, 20.7061], [-14.7130, 29.2683, 19.4122], [-15.0318, 30.6719, 20.5805], [-14.5022, 32.5587, 19.7192], [-13.5477, 32.7690, 18.3988], [-12.5005, 32.0718, 21.1834], [-12.9793, 33.6457, 20.8233], [-11.2387, 33.4274, 18.9202], [-10.9181, 31.1458, 18.8904], [-10.3277, 31.2541, 20.5310], [-8.2165, 31.3936, 19.0622], [-8.5930, 32.8661, 19.8634], [-7.8953, 34.2440, 17.8693], [-8.2774, 33.8707, 16.1728], [-7.2770, 32.8272, 17.0969], [-10.1139, 20.8004, 24.6594], [-8.8192, 21.4719, 24.7382], [-8.0587, 21.5482, 23.4635], [-6.5711, 21.7522, 23.5705], [-6.0888, 22.6249, 24.6178], [-5.9308, 24.0264, 24.2526], [-5.4984, 24.9375, 25.4338], [-6.4714, 25.0147, 26.4710], [-7.0278, 26.2596, 26.5655], [-10.6270, 21.2180, 23.7931], [-10.8170, 20.8600, 25.4903], [-10.0125, 19.7185, 24.5743], [-8.5527, 22.3511, 22.9163], [-8.1196, 20.7154, 22.7629], [-6.1733, 21.9060, 22.5674], [-6.2976, 20.7121, 23.7479], [-5.1067, 22.4098, 24.5217], [-6.8498, 24.2931, 23.7307], [-5.1778, 24.1171, 23.4697], [-5.4062, 25.8956, 24.9223], [-4.6100, 24.5892, 25.9608], [-6.3846, 26.9061, 27.1626], [-7.9562, 26.2609, 27.1366], [-7.1180, 26.8345, 25.6438], [-11.0296, 24.0383, 21.6760], [-11.5909, 23.2595, 22.7179], [-12.5183, 22.2826, 22.2407], [-13.8945, 22.9323, 22.0051], [-14.3037, 23.7013, 23.2129], [-15.3806, 24.7131, 22.8969], [-16.5604, 24.2245, 22.0857], [-17.8078, 24.8012, 22.2314], [-18.6002, 24.6788, 23.3145], [-10.1437, 24.4646, 22.1467], [-11.6197, 24.8649, 21.2804], [-10.7928, 23.4690, 20.7771], [-12.6267, 21.5613, 23.0507], [-12.1190, 21.7150, 21.4002], [-14.6077, 22.1194, 21.8689], [-13.7869, 23.5081, 21.0859], [-13.4116, 24.1044, 23.4617], [-14.8993, 25.5366, 22.3694], [-15.7708, 25.0314, 23.8636], [-16.6919, 23.2729, 22.6007], [-16.2772, 24.1219, 21.0381], [-19.4114, 25.4064, 23.2891], [-17.9086, 25.0109, 24.0888], [-18.9716, 23.6588, 23.4128], [-7.0186, 25.2118, 29.6318], [-8.0678, 24.4269, 29.0821], [-9.1509, 24.2061, 30.0043], [-10.4011, 23.3300, 29.5670], [-9.8892, 22.0059, 29.2655], [-11.0036, 21.1732, 28.8339], [-10.5859, 19.7789, 28.4086], [-9.6285, 19.7906, 27.3566], [-9.0418, 18.5255, 27.1227], [-6.5688, 24.6996, 30.4824], [-7.3531, 26.2000, 29.9474], [-6.2160, 25.3946, 28.9173], [-9.5028, 25.2243, 30.1706], [-8.6622, 23.9017, 30.9298], [-10.7906, 23.8236, 28.6767], [-11.1435, 23.1586, 30.3465], [-9.7509, 21.6953, 30.2165], [-11.6486, 21.4401, 27.9967], [-11.6501, 21.0842, 29.7070], [-11.4398, 19.4086, 27.8413], [-10.1890, 19.2867, 29.2965], [-9.5885, 17.8852, 26.4304], [-8.9695, 17.8484, 27.9738], [-8.0027, 18.3646, 26.8353], [-13.8620, 34.9440, 29.0345], [-13.6111, 34.2013, 27.7944], [-14.2613, 32.8952, 27.7815], [-14.3097, 32.2019, 26.3827], [-15.2791, 32.7917, 25.3430], [-15.2721, 32.1913, 24.0505], [-16.0210, 33.0758, 23.0386], [-15.8147, 34.4818, 23.0156], [-14.4538, 34.8789, 22.7170], [-14.9061, 34.9165, 29.3463], [-13.6492, 36.0031, 28.8894], [-13.2678, 34.3950, 29.7649], [-15.2643, 33.0487, 28.1797], [-13.8630, 32.1887, 28.5097], [-14.5327, 31.1555, 26.5911], [-13.3477, 32.2194, 25.8705], [-15.4877, 33.7770, 25.2670], [-15.7120, 31.1958, 24.1092], [-14.2351, 31.9749, 23.7938], [-17.0846, 33.1784, 23.2537], [-15.9627, 32.5966, 22.0613], [-13.7217, 34.2904, 23.2700], [-14.3683, 35.9288, 22.9973], [-14.3241, 34.8628, 21.6349], [-14.0645, 20.1914, 32.9032], [-13.9467, 21.0500, 31.7553], [-15.2040, 21.3505, 31.2296], [-15.0936, 22.4484, 30.2519], [-16.3653, 23.0392, 30.0869], [-16.2710, 24.4950, 29.7950], [-15.6015, 24.8341, 28.4142], [-16.2797, 23.9554, 27.5036], [-15.6947, 23.8740, 26.2520], [-13.0848, 20.1623, 33.3801], [-14.1928, 19.1947, 32.4812], [-14.7640, 20.4739, 33.6899], [-15.9294, 21.6910, 31.9685], [-15.6064, 20.6686, 30.4804], [-14.7485, 22.0928, 29.2811], [-14.3521, 23.1900, 30.5490], [-16.8223, 22.6988, 29.2530], [-15.5892, 24.8674, 30.5595], [-17.2609, 24.9502, 29.7628], [-14.5630, 24.5083, 28.3550], [-15.6834, 25.9095, 28.2563], [-14.6065, 23.8377, 26.3023], [-15.7311, 24.7643, 25.6242], [-16.1405, 22.9602, 25.8591]]}